Record 1
Density functional theory data (ωB97M-V/def2-TZVPD) for 12 unconnected molecules or ions with the total composition C28H82N2O22 at a distorted geometry.

Geometry (Å):
C: -24.3491 -14.3831 10.9048
O: -24.9529 -14.5822 9.6440
C: -26.2355 -13.9816 9.5625
C: -26.9061 -14.5122 8.2949
C: -26.3488 -13.7979 7.0621
N: -28.3518 -14.2263 8.4126
H: -24.0707 -13.3468 11.1071
H: -23.4123 -14.9478 10.9029
H: -24.9564 -14.8313 11.6968
H: -26.8802 -14.2942 10.3936
H: -26.1188 -12.8913 9.6142
H: -26.7563 -15.5897 8.2810
H: -25.2881 -13.9543 6.8404
H: -26.4228 -12.7220 7.2582
H: -26.8526 -13.9459 6.1035
H: -28.4870 -13.2195 8.3536
H: -28.7869 -14.5779 7.5629
C: -24.7416 -10.5093 6.9977
O: -24.1434 -9.3473 6.5037
C: -24.4674 -8.1817 7.2093
C: -23.6036 -7.0347 6.7156
C: -22.1498 -7.2596 7.0792
N: -24.0313 -5.7721 7.3412
H: -25.8286 -10.5023 6.8328
H: -24.5682 -10.7185 8.0591
H: -24.3135 -11.3583 6.4606
H: -25.5160 -7.9343 6.9619
H: -24.4890 -8.2753 8.3015
H: -23.6628 -6.9265 5.6277
H: -21.4840 -6.4769 6.7029
H: -21.7672 -8.2007 6.6748
H: -21.9465 -7.3198 8.1514
H: -24.9838 -5.5194 7.0633
H: -23.5204 -5.0263 6.8698
O: -26.3403 -1.1902 5.0224
C: -25.6116 -1.4661 6.2190
C: -24.9176 -2.8121 6.1104
O: -25.9391 -3.7719 5.7732
H: -25.9712 -0.3839 4.6573
H: -24.8565 -0.6888 6.3825
H: -26.2525 -1.3897 7.0979
H: -24.4160 -3.1025 7.0288
H: -24.2296 -2.8275 5.2622
H: -26.5304 -3.3474 5.1399
O: -24.0233 -5.5515 10.1871
C: -23.6277 -6.7280 10.8682
C: -23.3087 -6.4727 12.3279
O: -24.5084 -6.3547 13.1120
H: -24.0718 -5.7130 9.2168
H: -24.3915 -7.5064 10.7508
H: -22.7429 -7.1026 10.3318
H: -22.7853 -5.5165 12.3795
H: -22.7641 -7.3031 12.7637
H: -24.8724 -5.4898 12.8935
O: -25.3781 -7.7877 2.4489
C: -25.1446 -8.7156 3.5016
C: -25.7635 -10.0734 3.2664
O: -25.1239 -10.7901 2.2183
H: -26.3027 -7.5037 2.5626
H: -24.0595 -8.8132 3.6092
H: -25.5685 -8.3216 4.4347
H: -26.8237 -9.8933 3.0344
H: -25.7434 -10.6956 4.1660
H: -24.4257 -10.2370 1.8556
O: -24.4426 -3.4722 1.4500
C: -25.0156 -4.3121 2.4338
C: -24.0057 -5.0251 3.3006
O: -23.1190 -5.9045 2.6130
H: -25.0564 -3.3794 0.7198
H: -25.5854 -3.6825 3.1379
H: -25.7659 -5.0003 2.0357
H: -24.5740 -5.6330 4.0150
H: -23.3772 -4.3655 3.8996
H: -23.6107 -6.7110 2.4056
O: -16.6320 -7.5356 6.1539
C: -17.2968 -8.7122 6.6028
C: -18.5526 -8.2332 7.3066
O: -18.2136 -7.3351 8.3426
H: -15.8362 -7.7712 5.6717
H: -17.5566 -9.2752 5.6998
H: -16.7221 -9.3577 7.2733
H: -19.1957 -9.0237 7.7002
H: -19.2636 -7.7726 6.6098
H: -18.1355 -6.4396 8.0092
O: -19.9100 -10.5647 5.1886
C: -21.2773 -10.3275 4.8223
C: -21.7576 -11.3555 3.8155
O: -21.9495 -12.6284 4.3864
H: -19.9087 -11.3935 5.6803
H: -21.8760 -10.3690 5.7364
H: -21.3331 -9.3270 4.3986
H: -21.0676 -11.3201 2.9621
H: -22.7169 -10.9851 3.4229
H: -22.4645 -13.1482 3.7636
O: -18.6865 -3.0394 5.6432
C: -19.7318 -3.7702 4.9992
C: -20.8309 -2.8227 4.5458
O: -21.6268 -2.5071 5.7497
H: -18.2475 -2.5308 4.9571
H: -19.2932 -4.2155 4.0994
H: -20.1603 -4.5500 5.6210
H: -21.5349 -3.2668 3.8381
H: -20.4899 -1.8331 4.2406
H: -21.9005 -1.5941 5.6420
O: -28.9957 -6.9088 6.5309
C: -28.0964 -6.6337 5.4647
C: -28.7766 -7.1554 4.1995
O: -28.0234 -6.9076 3.0023
H: -29.8299 -6.4560 6.3726
H: -27.7211 -5.6082 5.4415
H: -27.2133 -7.2404 5.6740
H: -29.7764 -6.7213 4.0881
H: -28.8867 -8.2392 4.3135
H: -28.6169 -7.1310 2.2768
O: -23.8083 -11.1336 12.0527
C: -23.5245 -10.4765 10.8271
C: -22.0808 -9.9551 10.9576
O: -21.4929 -9.5369 9.7287
H: -23.1982 -10.8362 12.7321
H: -23.4961 -11.1787 9.9914
H: -24.2324 -9.6759 10.6154
H: -21.4832 -10.6776 11.5244
H: -22.0401 -9.1091 11.6587
H: -20.6800 -10.0462 9.6509
O: -20.7176 -1.4169 9.6276
C: -20.1572 -2.5670 9.0196
C: -21.2028 -3.6511 8.9854
O: -21.5096 -4.0747 10.3095
H: -20.0239 -0.8530 9.9749
H: -19.7645 -2.3894 8.0165
H: -19.3331 -2.9756 9.6179
H: -20.8408 -4.5077 8.4011
H: -22.1134 -3.3020 8.4836
H: -22.3581 -4.5426 10.2423

Forces on atoms 1 to 3 (eV/Å):
C 0.67 -0.66 -0.11
O -0.13 0.22 0.12
C 0.18 -0.86 0.04

Calculated values
LUMO energy = 0.1 eV
Structure (SMILES) = COC[C@H](C)N.COC[C@H](C)N.OCCO.OCCO.OCCO.OCCO.OCCO.OCCO.OCCO.OCCO.OCCO.OCCO
ΔE to the lowest compared entry with this formula, charge and spin = 45.8 kcal per mole
HOMO-LUMO gap = 9.476 eV
Molar mass = 798.96 g/mol

Results of the Mulliken charge analysis, in e, for atoms 1 through 4: atom 1 (C): -0.419, atom 2 (O): -0.304, atom 3 (C): -0.599, atom 4 (C): 0.433

Record 2
Density functional theory data (ωB97M-V/def2-TZVPD) for a molecular structure, C4H6NS at a distorted geometry.

Geometry (Å):
C: -0.7686 -1.0299 -1.2798
C: -0.0099 -1.8662 -1.8279
C: 0.1574 -0.1283 0.5271
C: 0.8043 1.2046 0.4549
N: -1.2005 -0.3033 -0.1258
S: 1.3764 -1.4179 -0.8771
H: 0.1363 -0.6804 1.4506
H: 1.6707 0.9400 0.9221
H: 0.3216 1.9296 1.0459
H: 0.8672 1.5609 -0.5700
H: -1.5964 0.6366 -0.4100
H: -1.7585 -0.8457 0.6899

Forces on atoms 1 to 3 (eV/Å):
C -0.76 0.08 0.42
C -0.49 0.24 0.07
C 1.87 -1.30 -1.76

Calculated values
LUMO energy = -5.5 eV
Charge = +1
ΔE to the lowest compared entry with this formula, charge and spin = 137.5 kcal per mole
HOMO-LUMO gap = 8.260 eV
Molar mass = 100.17 g/mol

Results of the natural (NBO) charge analysis, in e, for atoms 1 through 4: atom 1 (C): 0.135, atom 2 (C): -0.151, atom 3 (C): -0.041, atom 4 (C): -0.664

Record 3
Density functional theory data (ωB97M-V/def2-TZVPD) for a molecular structure, C33H32FeN6O5P2 at a distorted geometry.

Geometry (Å):
Fe: 0.4440 0.5835 0.0766
N: 2.5098 -0.0306 -0.7638
C: 3.4858 0.7766 -0.0208
C: 3.1275 0.8580 1.4534
O: 4.0480 0.8946 2.2932
N: 1.8190 0.9238 1.6703
C: 1.4892 1.1715 3.0547
C: 0.1136 0.6704 3.4021
O: -0.6955 1.1306 4.1284
O: -0.2530 -0.5183 2.7030
H: 2.6592 -1.0146 -0.5800
H: 2.6126 0.1074 -1.7607
H: 3.4420 1.7944 -0.4121
H: 4.5098 0.4153 -0.1082
H: 1.5281 2.2343 3.3030
H: 2.1818 0.6588 3.7291
C: -0.3850 -2.3682 -2.0428
N: -1.4976 -1.4068 -1.8642
P: -2.2395 -1.8482 -0.3186
C: -3.2936 -3.2144 -0.9713
C: -3.6425 -4.2205 -0.0744
C: -4.4968 -5.2524 -0.4546
C: -5.0018 -5.2912 -1.7451
C: -4.6364 -4.3082 -2.6576
C: -3.7858 -3.2786 -2.2716
C: -3.5219 -0.5839 0.0475
C: -3.1936 0.3320 1.0442
C: -4.1400 1.2111 1.5575
C: -5.4432 1.1694 1.0862
C: -5.7908 0.2488 0.1060
C: -4.8405 -0.6285 -0.3998
P: -0.8875 0.2492 -1.8867
C: -2.4424 1.1478 -2.2803
C: -3.4303 0.6223 -3.1073
C: -4.5469 1.3781 -3.4367
C: -4.6813 2.6724 -2.9436
C: -3.6911 3.2067 -2.1366
C: -2.5674 2.4480 -1.8123
C: -0.1126 0.3277 -3.5465
C: 0.8564 1.3101 -3.7065
C: 1.3978 1.5756 -4.9635
C: 0.9770 0.8478 -6.0616
C: 0.0154 -0.1464 -5.9055
C: -0.5302 -0.4009 -4.6542
H: -0.7769 -3.3868 -1.9952
H: 0.3866 -2.2580 -1.2680
H: 0.0884 -2.2323 -3.0112
H: -3.2449 -4.1853 0.9359
H: -4.7691 -6.0224 0.2579
H: -5.6825 -6.0822 -2.0393
H: -5.0248 -4.3386 -3.6695
H: -3.4926 -2.5115 -2.9797
H: -2.1806 0.3752 1.4103
H: -3.8524 1.9107 2.3334
H: -6.1870 1.8546 1.4775
H: -6.8101 0.2025 -0.2616
H: -5.1326 -1.3421 -1.1594
H: -3.3350 -0.3942 -3.4725
H: -5.3150 0.9561 -4.0751
H: -5.5628 3.2563 -3.1843
H: -3.7904 4.2129 -1.7480
H: -1.7893 2.8571 -1.1738
H: 1.1790 1.8776 -2.8372
H: 2.1416 2.3550 -5.0781
H: 1.3923 1.0523 -7.0416
H: -0.3162 -0.7201 -6.7632
H: -1.2805 -1.1762 -4.5351
C: 1.4819 -3.0676 1.0761
O: 0.5964 -1.9724 1.3290
C: 0.6994 -1.4647 2.5526
O: 1.4548 -1.8353 3.4030
H: 1.2387 -3.4195 0.0767
H: 1.3246 -3.8634 1.8011
H: 2.5186 -2.7366 1.1333
N: 0.3635 2.5634 -0.2849
C: 0.6743 3.6753 -0.4348
N: 0.9233 4.9381 -0.5353
C: 1.7349 5.5836 -1.3354
N: 2.4303 6.2373 -2.0049

Forces on atoms 1 to 3 (eV/Å):
Fe 0.51 0.85 -0.96
N -0.38 0.04 -0.03
C -0.04 -0.03 -0.05

Calculated values
LUMO energy (spin up / spin down) = 2.2 / 2.2 eV
<S²> = 0.810
Charge = -1
ΔE to the lowest compared entry with this formula, charge and spin = 0.0 kcal per mole
HOMO-LUMO gap (spin up / spin down) = 6.567 / 6.123 eV
Molar mass = 710.45 g/mol
Multiplicity = 2

Results of the Mulliken charge analysis, in e, for atoms 1 through 4: atom 1 (Fe): 1.057, atom 2 (N): -0.381, atom 3 (C): -0.771, atom 4 (C): 0.505

Record 4
Density functional theory data (ωB97M-V/def2-TZVPD) for 2 unconnected molecules or ions with the total composition C3H8N2OS at a distorted geometry.

Geometry (Å):
H: -3.9920 1.8666 1.6020
N: -3.8714 1.6185 0.6283
N: -3.4559 0.4706 0.4039
H: -3.4923 0.4324 -0.6921
C: 1.0307 0.3594 0.7672
C: -0.4916 0.3592 0.9372
O: -1.0335 0.2683 -0.3588
S: -0.1941 -0.7527 -1.4379
C: 1.3718 -0.2241 -0.6211
H: 1.3717 1.4310 0.7911
H: 1.5218 -0.2356 1.6003
H: -0.9678 -0.4364 1.5578
H: -0.6483 1.2859 1.3691
H: 1.7825 0.4692 -1.2575
H: 1.8108 -1.1422 -0.6896

Forces on atoms 1 to 3 (eV/Å):
H 0.49 -0.70 0.98
N -0.23 -0.02 -1.52
N -1.18 1.11 -1.46

Calculated values
LUMO energy = 0.7 eV
Structure (SMILES) = [H]/N=N/[H].C1COSC1
ΔE to the lowest compared entry with this formula, charge and spin = 103.3 kcal per mole
HOMO-LUMO gap = 9.092 eV
Molar mass = 120.18 g/mol

Results of the natural (NBO) charge analysis, in e, for atoms 1 through 4: atom 1 (H): 0.300, atom 2 (N): -0.345, atom 3 (N): -0.274, atom 4 (H): 0.317